Entry 1:
{"formula": "C20H72N10O16", "method": "ωB97M-V/def2-TZVPD", "multiplicity": 1, "max_force_ev_per_a": 8.669, "homo_ev": -9.09, "species": ["C", "C", "O", "H", "H", "H", "H", "H", "H", "C", "C", "O", "H", "H", "H", "H", "H", "H", "C", "C", "O", "H", "H", "H", "H", "H", "H", "C", "C", "O", "H", "H", "H", "H", "H", "H", "C", "O", "N", "N", "H", "H", "H", "H", "C", "O", "N", "N", "H", "H", "H", "H", "C", "O", "N", "N", "H", "H", "H", "H", "C", "O", "N", "N", "H", "H", "H", "H", "C", "O", "N", "N", "H", "H", "H", "H", "C", "O", "H", "H", "H", "H", "C", "O", "H", "H", "H", "H", "C", "O", "H", "H", "H", "H", "C", "O", "H", "H", "H", "H", "C", "O", "H", "H", "H", "H", "C", "O", "H", "H", "H", "H", "C", "O", "H", "H", "H", "H"], "xyz": [[12.4360, 0.1360, 14.4800], [12.7980, 0.1900, 12.9820], [12.3950, -0.9530, 12.3010], [11.3820, 0.2390, 14.7660], [13.0360, 0.9790, 14.8520], [12.8610, -0.7750, 14.8780], [13.8470, 0.3270, 12.9800], [12.3830, 1.0180, 12.3980], [12.9290, -0.9300, 11.4590], [3.5350, -2.1590, 13.5970], [4.3570, -3.4100, 13.9330], [5.5910, -3.3140, 13.3140], [3.9950, -1.2970, 14.0520], [2.5030, -2.1580, 13.9670], [3.5660, -1.8540, 12.5160], [3.8570, -4.3170, 13.5030], [4.4610, -3.6270, 14.9860], [6.0160, -4.1850, 13.4440], [11.8290, -5.8510, 10.9370], [11.9770, -4.9300, 12.1320], [10.7070, -4.8910, 12.7640], [11.2090, -6.7820, 11.0780], [12.8550, -6.2150, 10.7260], [11.5140, -5.4230, 9.9870], [12.3810, -3.9810, 11.8170], [12.7830, -5.2210, 12.8350], [10.4910, -3.9850, 13.0350], [5.9810, 4.6170, 16.2870], [5.5830, 3.2400, 16.7390], [5.6560, 2.3510, 15.5720], [7.0200, 4.5960, 16.0170], [5.9820, 5.3900, 17.0230], [5.3220, 5.0060, 15.4970], [4.5570, 3.1950, 17.1170], [6.1420, 2.7980, 17.6070], [4.8520, 2.4780, 15.0870], [5.9440, -3.3760, 17.1590], [5.1400, -2.2730, 16.8760], [7.2190, -3.4790, 16.7250], [5.6140, -4.3130, 17.9820], [7.6010, -2.8820, 15.9570], [7.8860, -4.3040, 16.9490], [4.8900, -4.1360, 18.6990], [6.3980, -4.9880, 18.2620], [7.6650, -0.6950, 14.9470], [8.6600, 0.2360, 14.6110], [6.5290, -0.4190, 15.5620], [7.7460, -1.9550, 14.5100], [6.2600, 0.5900, 15.6420], [5.9470, -1.1240, 15.9410], [8.6230, -2.2320, 13.9650], [6.8860, -2.4700, 14.2150], [7.3170, 4.1640, 12.7670], [6.8120, 5.2070, 13.3450], [7.5050, 4.1170, 11.5050], [7.6200, 3.0490, 13.4360], [6.9850, 4.7630, 10.8180], [7.8390, 3.2690, 11.1030], [7.3950, 3.0280, 14.4120], [8.2150, 2.2820, 13.0800], [8.0500, -2.0590, 19.7180], [7.8270, -3.4040, 19.9910], [8.2740, -1.2110, 20.6940], [8.0280, -1.4610, 18.5480], [8.5900, -1.6810, 21.5690], [8.7900, -0.3220, 20.5210], [7.7610, -2.1810, 17.7960], [8.1520, -0.4860, 18.3770], [8.8390, 2.4570, 17.0310], [8.4170, 1.2840, 17.7230], [8.9030, 3.6120, 17.5440], [9.3750, 2.4010, 15.8250], [8.3260, 3.8920, 18.3560], [9.2660, 4.3370, 16.9690], [9.1070, 1.4960, 15.3060], [9.5660, 3.2270, 15.2810], [5.5250, 0.3680, 19.0230], [4.6300, -0.7200, 19.2190], [6.1760, 0.2680, 18.1900], [6.1560, 0.4950, 19.8680], [4.9840, 1.3140, 18.9310], [5.0690, -1.5550, 19.0540], [7.7430, -5.2290, 14.0710], [6.4810, -5.4370, 14.6680], [8.1140, -6.2500, 13.8180], [8.5380, -4.8490, 14.6790], [7.6730, -4.5940, 13.1920], [6.5330, -5.1660, 15.5720], [9.3700, 0.4120, 11.5120], [8.9400, 1.7510, 11.3050], [10.0890, 0.1290, 10.7950], [8.5780, -0.3130, 11.5310], [9.8580, 0.2810, 12.4360], [9.7500, 2.2410, 11.0760], [2.5470, 0.6270, 17.0260], [3.5670, 0.1310, 16.2110], [2.5260, 1.6410, 16.7700], [2.9180, 0.5730, 18.0850], [1.5320, 0.1630, 17.0080], [4.1500, -0.5140, 16.6290], [6.1450, 0.6050, 12.2780], [5.5330, 1.7860, 11.9890], [6.8500, 0.8570, 13.0090], [6.5280, 0.3240, 11.2970], [5.3790, -0.0990, 12.6680], [6.2380, 2.4050, 12.2340], [10.6230, -2.5400, 14.9140], [10.2590, -2.3510, 13.5290], [10.2200, -3.4800, 15.2610], [10.2600, -1.7070, 15.5560], [11.7100, -2.5990, 14.8460], [10.9520, -1.8020, 13.2020], [6.6210, -2.7330, 9.8230], [7.1910, -2.9210, 11.1200], [6.2630, -3.6120, 9.4220], [7.3650, -2.3880, 9.1230], [5.7590, -2.0990, 9.7490], [6.4650, -2.9880, 11.7230]], "forces_ev_per_a": [[0.42, 0.98, -1.01], [-1.30, 1.01, 0.98], [1.07, -1.26, -1.87], [0.23, 0.01, -0.29], [-0.48, -0.19, 0.54], [0.07, -0.18, 0.23], [1.38, -0.15, -0.31], [-0.17, 0.55, 0.67], [-1.17, -0.56, 1.15], [0.40, 0.52, -0.36], [-2.77, -0.86, -1.07], [1.68, -0.11, -0.55], [0.22, 0.33, 0.59], [0.26, -0.35, -0.17], [-0.20, -0.96, 0.71], [0.05, 0.61, 0.30], [-0.10, 0.46, 0.41], [-0.53, 0.45, 0.07], [1.42, -1.69, -0.46], [-0.52, -0.66, 0.13], [0.17, 0.19, 0.32], [0.53, 1.14, 0.39], [-0.36, -0.09, -0.12], [-0.33, 0.54, 0.30], [-0.51, 0.89, -0.38], [-0.54, -0.68, -0.12], [0.12, 0.05, -0.27], [-0.17, 0.15, 0.04], [-0.73, -0.87, 0.30], [1.07, 0.35, 1.61], [0.31, 0.01, -0.93], [-0.41, 0.33, 1.20], [0.59, -0.43, -0.08], [-0.15, 0.22, -0.18], [0.15, 0.34, -1.24], [-0.68, -0.06, -0.57], [-1.93, 5.97, -1.50], [3.63, -5.67, 1.29], [2.24, -1.44, -1.06], [-0.46, -3.12, 2.86], [-0.63, -0.30, 0.25], [-1.95, 1.96, 0.03], [0.63, -0.27, -0.96], [-1.86, 1.61, -0.15], [2.41, 4.07, -1.84], [-4.04, -4.31, 1.27], [1.44, 3.58, -0.66], [1.92, -2.13, -1.49], [0.26, -1.00, 0.28], [-0.80, -1.16, 0.38], [-1.68, 1.02, 0.64], [0.47, 0.96, 0.10], [-2.38, 4.50, 4.76], [1.31, -2.92, -1.38], [-0.44, 1.72, -6.57], [1.20, -1.48, 1.01], [1.32, -1.26, 2.15], [0.00, -0.49, -0.32], [-0.21, -0.02, 0.17], [-0.59, 0.98, 0.11], [-0.90, -5.35, 0.68], [0.86, 5.89, -1.82], [2.01, 1.26, 4.27], [-0.95, -3.88, -2.83], [-0.64, 0.67, -1.01], [-0.86, -1.15, -0.10], [0.80, 2.27, 1.26], [0.17, 0.82, -0.26], [-0.86, -8.50, 1.45], [1.52, 5.74, -3.04], [-1.34, 4.41, 4.20], [-0.13, -2.24, -1.45], [0.85, -0.53, -0.84], [0.03, 0.65, -0.05], [0.33, 0.63, 0.38], [-0.18, 0.06, 0.20], [-0.64, 0.09, 0.38], [-0.45, 0.66, 0.12], [0.26, -0.19, -1.01], [0.69, 0.03, 1.02], [-0.39, -0.35, -0.13], [0.31, 0.09, -0.28], [0.87, -2.27, -0.83], [-0.18, -0.13, -0.38], [-0.09, 0.87, -0.47], [0.12, 0.58, 0.86], [0.17, -0.15, -0.29], [-0.22, 0.31, 0.73], [-0.04, -0.39, 0.09], [0.65, 0.05, -0.34], [0.69, -0.38, -1.32], [-0.68, 0.09, -0.33], [0.48, 0.22, 1.48], [-0.58, -0.09, 0.15], [0.81, -1.01, 2.41], [0.25, -0.66, -1.30], [-0.79, 1.71, -0.28], [-0.69, 0.06, -0.66], [0.81, 0.00, -0.52], [-0.66, -0.12, 0.50], [-1.44, -1.71, -1.06], [-1.30, 2.88, -0.13], [1.50, -0.90, 1.07], [0.67, -1.27, 0.40], [0.72, 0.04, -0.26], [-1.03, 0.33, -0.18], [0.47, 0.58, -0.29], [-0.93, -0.79, 1.17], [-0.07, -0.28, 0.05], [0.36, -0.45, -0.46], [-0.03, -0.12, 0.97], [0.75, 0.93, -1.19], [0.88, 0.81, 0.57], [0.48, 0.48, -1.34], [-0.60, -2.51, -0.75], [0.45, 0.36, 0.06], [-0.32, 0.99, 0.57], [-0.84, 0.03, 0.82]]}

***

Entry 2:
{"formula": "C20H72N16O16", "method": "ωB97M-V/def2-TZVPD", "multiplicity": 1, "max_force_ev_per_a": 11.321, "homo_ev": -8.94, "species": ["C", "C", "O", "H", "H", "H", "H", "H", "H", "C", "C", "O", "H", "H", "H", "H", "H", "H", "C", "C", "O", "H", "H", "H", "H", "H", "H", "C", "C", "O", "H", "H", "H", "H", "H", "H", "C", "O", "N", "N", "H", "H", "H", "H", "C", "O", "N", "N", "H", "H", "H", "H", "C", "O", "N", "N", "H", "H", "H", "H", "C", "O", "N", "N", "H", "H", "H", "H", "C", "O", "N", "N", "H", "H", "H", "H", "C", "O", "N", "N", "H", "H", "H", "H", "C", "O", "N", "N", "H", "H", "H", "H", "C", "O", "N", "N", "H", "H", "H", "H", "C", "O", "H", "H", "H", "H", "C", "O", "H", "H", "H", "H", "C", "O", "H", "H", "H", "H", "C", "O", "H", "H", "H", "H"], "xyz": [[24.9537, -7.6336, 8.9989], [25.1864, -7.7130, 10.5253], [23.9911, -8.2007, 11.1085], [24.2208, -6.8441, 8.7540], [24.4231, -8.5419, 8.6258], [25.7947, -7.4387, 8.4203], [25.4098, -6.7357, 10.8645], [26.0136, -8.3739, 10.7828], [23.7387, -7.5271, 11.7628], [21.2231, -9.5446, 19.2919], [21.1566, -10.5772, 18.1248], [19.9911, -10.4560, 17.3430], [20.3486, -9.5664, 19.9024], [21.1934, -8.4911, 18.9208], [22.1998, -9.7885, 19.7309], [21.1421, -11.5815, 18.4857], [21.9639, -10.3514, 17.4184], [20.1445, -10.7874, 16.4725], [21.3529, -8.1174, 15.0271], [20.9927, -8.5054, 13.6727], [22.0936, -9.0540, 13.0601], [20.5193, -8.4153, 15.6445], [21.4447, -7.0506, 15.0588], [22.2445, -8.5809, 15.4457], [20.4448, -7.7421, 13.0666], [20.2558, -9.2778, 13.7375], [21.8432, -9.4348, 12.2839], [16.6895, -6.9316, 17.6023], [17.6318, -7.9625, 17.0825], [18.7174, -8.2364, 17.9830], [15.8847, -6.8203, 16.8500], [17.0608, -5.9652, 17.5322], [16.4084, -7.1460, 18.6385], [18.0273, -7.6930, 16.1430], [17.1133, -8.8430, 16.8019], [19.1914, -8.9904, 17.7415], [25.4101, -6.7379, 14.5880], [26.0395, -7.0666, 13.4014], [25.4488, -5.5584, 15.1197], [24.6817, -7.5616, 15.2778], [25.8034, -4.8148, 14.5277], [24.9028, -5.3529, 15.9503], [24.6723, -8.5642, 15.0228], [24.1865, -7.2933, 16.1276], [21.5665, -12.5042, 14.5138], [21.1460, -11.2979, 15.0324], [20.9623, -13.6456, 14.4814], [22.7643, -12.6998, 13.9465], [19.9804, -13.6147, 14.6704], [21.3014, -14.5282, 13.9375], [23.4419, -11.8871, 14.0491], [23.0121, -13.6416, 13.5015], [22.2193, -11.5824, 10.5917], [21.6693, -11.5434, 9.2781], [23.4546, -11.2603, 10.7918], [21.5626, -11.9415, 11.6692], [24.0026, -10.9001, 9.9647], [23.8140, -11.0334, 11.6750], [20.6737, -12.3281, 11.4250], [21.9989, -12.1961, 12.5597], [21.3542, -7.9576, 8.3639], [20.3690, -8.4236, 7.4406], [21.7258, -6.7052, 8.4419], [21.8518, -8.7966, 9.2152], [21.3396, -5.9713, 7.8247], [22.4246, -6.3959, 9.1150], [21.7614, -9.8365, 9.0385], [22.6958, -8.5272, 9.7236], [25.3581, -10.5272, 13.7887], [26.4900, -11.0688, 14.4929], [24.1697, -10.4731, 14.3357], [25.4603, -10.0229, 12.6357], [24.0695, -10.7783, 15.3238], [23.3538, -9.9718, 13.9759], [26.4260, -10.0265, 12.3522], [24.7767, -9.3943, 12.1678], [20.5037, -4.4120, 10.5055], [19.3165, -3.8878, 10.0785], [21.5018, -3.6246, 10.7530], [20.6629, -5.5556, 10.9618], [21.3807, -2.5937, 10.9291], [22.3242, -4.0759, 11.1010], [19.8569, -6.2045, 10.9630], [21.5796, -5.9320, 11.2459], [17.9099, -5.8337, 13.9072], [17.3607, -5.2013, 14.9955], [18.8283, -5.2022, 13.2613], [17.4770, -6.9397, 13.4652], [19.3376, -4.4756, 13.7764], [19.3328, -5.4465, 12.4574], [16.7221, -7.3184, 14.0561], [17.7290, -7.5305, 12.7025], [18.6700, -8.5893, 10.9050], [17.4862, -9.0694, 11.4516], [18.7616, -7.4034, 10.4676], [19.7205, -9.3103, 10.8223], [17.8594, -6.7776, 10.4659], [19.4406, -7.2932, 9.6711], [19.6017, -10.3067, 10.9976], [20.5531, -9.0223, 10.2385], [17.7394, -10.6057, 14.5480], [16.9300, -11.3722, 13.7355], [17.8721, -9.5650, 14.2267], [18.7363, -10.9201, 14.9149], [17.0991, -10.5154, 15.3859], [16.1851, -10.8284, 13.3693], [19.9255, -5.5002, 16.8681], [20.6335, -6.4340, 17.5959], [19.6739, -5.8326, 15.8530], [20.4681, -4.5792, 16.6997], [19.0144, -5.2194, 17.3621], [19.9838, -7.1310, 17.6915], [24.2793, -7.4370, 18.5098], [23.5331, -6.7099, 17.5449], [25.2985, -7.1206, 18.6530], [24.3446, -8.5535, 18.2735], [23.6635, -7.3498, 19.4416], [22.6235, -6.8136, 17.7400], [22.4060, -5.3194, 13.4217], [22.9260, -5.7596, 12.1844], [22.6968, -4.2982, 13.4478], [22.9197, -5.7927, 14.2159], [21.3508, -5.4105, 13.4648], [23.8801, -5.6587, 12.1888]], "forces_ev_per_a": [[-2.41, -0.68, 0.94], [0.14, -0.56, -2.28], [-0.15, 0.47, 0.62], [0.54, -0.08, 0.28], [0.82, 0.33, 0.20], [1.69, 0.17, -0.86], [0.42, 0.87, 0.71], [0.09, 0.13, -0.07], [-0.46, -0.58, 0.16], [0.49, 0.02, -2.12], [-0.15, 1.61, -0.35], [-1.40, 0.88, 1.21], [-0.29, -0.61, 0.95], [0.50, -0.81, 0.00], [-0.54, 0.44, 0.64], [0.71, -0.75, 0.52], [0.51, -0.47, 0.46], [0.52, -0.59, -1.14], [-0.40, 0.91, 1.38], [-2.03, -0.65, -0.78], [2.99, 1.44, 1.69], [-0.15, 0.22, 0.63], [0.25, 0.48, 0.64], [-0.04, -0.11, -0.31], [0.88, 0.10, 0.33], [-0.67, -0.71, 0.02], [-1.18, -1.73, -3.57], [-0.88, -0.88, -0.35], [0.63, -0.26, 0.43], [-1.86, 2.92, 1.05], [-0.21, -0.55, 0.79], [1.24, 1.77, 0.23], [-0.45, -0.05, -0.37], [0.73, 1.03, -1.25], [-0.69, -1.35, 0.50], [0.98, -2.61, -1.03], [2.80, -2.84, -5.92], [-3.01, 1.75, 4.77], [0.70, 3.83, 0.18], [-0.88, -3.87, 0.05], [0.00, -0.12, 0.57], [0.25, 0.09, -0.28], [0.15, 1.33, 0.20], [-0.03, 0.18, -0.06], [0.50, 4.88, 2.20], [2.05, -5.94, -2.63], [-3.35, -4.01, -0.56], [2.79, 0.47, -0.66], [-0.53, -0.35, 0.22], [-0.82, 2.64, 1.59], [-0.43, -1.58, -0.41], [-0.24, 2.23, 1.31], [-2.98, -0.32, -6.71], [2.36, -0.15, 6.54], [3.27, 1.46, -3.09], [-2.18, -0.41, -0.27], [-1.00, -0.74, 1.48], [0.53, 0.03, 1.13], [-0.58, -0.19, 0.28], [0.11, 0.33, -0.81], [-6.40, -2.45, -6.84], [4.91, 2.91, 4.85], [0.41, 3.09, -0.60], [2.14, -2.47, 1.69], [0.21, -1.10, 0.56], [-0.52, -0.27, -0.38], [-0.10, 0.59, -0.20], [-0.39, -0.08, 0.05], [7.05, -3.38, 6.18], [-6.18, 2.55, -3.68], [-2.59, -0.50, 3.60], [1.14, 1.26, -4.18], [0.47, 0.44, -1.03], [0.12, 0.33, -0.34], [0.07, 0.31, -0.43], [0.57, -0.24, 0.64], [-8.28, 7.30, -2.49], [4.93, -2.83, 1.46], [3.23, 4.68, 0.08], [-0.24, -7.80, 1.68], [0.04, -1.96, -0.82], [0.33, 0.38, 0.30], [1.07, 0.50, -0.36], [-0.97, 0.48, -0.27], [-3.10, 5.17, 6.34], [2.25, -3.13, -4.10], [3.54, 3.26, 0.12], [-3.26, -4.00, 0.88], [-1.06, -0.27, -0.26], [0.03, -0.84, -1.02], [0.56, 0.28, -0.75], [0.32, -0.32, -0.71], [-8.05, -5.30, 3.84], [5.15, 2.40, -1.79], [-1.67, 6.56, -3.06], [3.24, -2.94, -0.20], [2.38, -1.81, -0.39], [-1.47, 0.15, 0.70], [-0.02, 0.56, -0.13], [-1.17, -0.46, 0.75], [-0.35, 2.10, 1.37], [-0.59, -1.09, -2.37], [0.16, -0.16, -0.57], [-0.66, -0.89, -1.00], [0.07, 0.50, 1.95], [1.42, -0.60, 0.47], [-0.33, 1.15, -1.33], [1.57, 0.09, 0.27], [-0.16, -0.27, 0.18], [0.59, 0.25, 0.33], [-0.56, 0.09, 0.14], [-0.55, -1.07, 0.68], [-1.65, -1.89, 1.17], [2.39, 0.34, -0.55], [0.14, 0.70, -0.17], [-0.20, 1.27, 0.05], [1.11, -0.21, -0.32], [-2.15, 0.09, 0.16], [1.26, 0.97, -0.09], [0.65, -1.13, -0.77], [-0.27, 1.31, 0.59], [0.11, -0.78, 0.91], [-0.78, -0.38, -0.10], [0.44, 0.11, 0.25]]}

***

ΔE to the lowest compared entry with this formula, charge and spin per entry: 0.000, 1.873 eV
Kohn-Sham gap per entry: 9.096, 8.429 eV